{"formula": "C17H37AsBr6F6N5O5", "method": "ωB97M-V/def2-TZVPD", "homo_energy_ev": [0.31, -3.98], "total_charge": -2, "e_lumo_ha": [0.1196, 0.1204], "mol_weight_g_mol": 1059.85, "homo_lumo_gap_ev": [2.941, 7.260], "max_force_ev_per_a": 4.50, "multiplicity": 2, "symbols": ["As", "F", "F", "F", "F", "F", "F", "C", "C", "O", "N", "C", "H", "H", "H", "H", "H", "H", "H", "C", "C", "O", "N", "C", "H", "H", "H", "H", "H", "H", "H", "C", "C", "O", "N", "C", "H", "H", "H", "H", "H", "H", "H", "C", "C", "O", "N", "C", "H", "H", "H", "H", "H", "H", "H", "C", "C", "O", "N", "C", "H", "H", "H", "H", "H", "H", "H", "C", "Br", "Br", "Br", "H", "C", "Br", "Br", "Br", "H"], "xyz": [[-0.750499, -1.067040, 0.455881], [0.111042, 0.538307, 0.701781], [-2.309577, -0.274780, -0.010725], [-1.661049, -2.564650, 0.157764], [0.824040, -1.971451, 0.700494], [-1.227024, -1.229154, 2.215800], [-0.307738, -0.891394, -1.226931], [1.020204, -1.907702, 4.411890], [2.237788, -2.686100, 3.978060], [2.981434, -3.201397, 4.783251], [2.328390, -2.864763, 2.655636], [3.385784, -3.664741, 2.110492], [0.553010, -1.520171, 3.506542], [1.213736, -1.194260, 5.212920], [0.390500, -2.686033, 4.842898], [1.722363, -2.388659, 2.002834], [3.582323, -3.542322, 1.045368], [3.288480, -4.747864, 2.184591], [4.343760, -3.482071, 2.597327], [1.658185, 3.814712, 0.799498], [2.479162, 4.405635, -0.344305], [2.062362, 5.416390, -0.945492], [3.633652, 3.768575, -0.497745], [4.725913, 4.242767, -1.395674], [0.605781, 4.068420, 0.672346], [1.988445, 4.081587, 1.803391], [1.665492, 2.725377, 0.762099], [3.882376, 2.920484, -0.008891], [5.509520, 4.647337, -0.755061], [4.520064, 4.971143, -2.180017], [5.084650, 3.282692, -1.766681], [2.974122, -0.179856, -0.364175], [3.406929, 0.647925, 0.894134], [4.469494, 1.193288, 0.832293], [2.568970, 0.675743, 1.940330], [2.761755, 1.337461, 3.216130], [3.141742, -1.207031, -0.040276], [3.567956, 0.148468, -1.217217], [1.953204, -0.017493, -0.709800], [1.602549, 0.404800, 1.827537], [1.788828, 1.698734, 3.549279], [3.455632, 2.169503, 3.096349], [3.103605, 0.639349, 3.980246], [-2.603661, 0.836491, -3.088586], [-1.641860, 0.444840, -4.243862], [-1.592252, 1.221916, -5.206914], [-1.014738, -0.755282, -4.206091], [-0.479174, -1.300251, -5.500749], [-2.504366, 0.146387, -2.250731], [-3.689504, 0.760193, -3.145308], [-2.180594, 1.742087, -2.653823], [-0.843282, -1.153720, -3.293976], [-0.395860, -2.357421, -5.248661], [0.427102, -0.760479, -5.775328], [-1.100911, -1.160128, -6.385006], [-2.446136, 3.284283, 0.530617], [-3.878489, 3.804319, 0.154408], [-4.169289, 5.023444, 0.183290], [-4.946661, 3.092312, -0.194946], [-5.051713, 1.584792, -0.202665], [-2.048075, 4.217504, 0.929044], [-1.748069, 3.153360, -0.296228], [-2.438261, 2.458094, 1.241572], [-5.821523, 3.569973, -0.031998], [-4.335846, 1.189048, 0.517759], [-5.014703, 1.206575, -1.224275], [-5.953544, 1.175223, 0.252352], [-4.956430, -3.570812, 0.787053], [-5.967809, -1.904365, 0.309751], [-4.406927, -4.502889, -0.900060], [-5.968594, -4.829417, 1.942651], [-4.012808, -3.185666, 1.173495], [-0.765291, -5.457179, -1.910021], [-1.601735, -6.699642, -3.335644], [1.132683, -4.937200, -2.385037], [-0.916221, -6.272663, -0.133914], [-1.402816, -4.573491, -1.882336]], "forces_ev_per_angstrom": [[-1.29, -0.61, -0.37], [-1.39, -1.77, 0.37], [1.53, 0.00, 1.22], [1.27, 0.88, 0.31], [-2.23, 1.33, -0.26], [0.93, 0.72, -2.24], [0.05, -0.31, 0.49], [0.07, -0.51, -0.35], [-0.83, 0.39, 0.05], [1.02, -0.44, 0.75], [0.72, -0.28, -0.55], [1.36, -0.80, -0.43], [-0.34, 0.40, 0.57], [0.16, 0.14, -0.33], [-0.36, 0.13, -0.05], [-0.02, -0.20, 0.36], [-0.55, 0.63, -0.05], [-0.70, -0.11, 0.41], [-0.06, 0.37, 0.25], [-0.78, -0.69, -0.43], [-1.81, 1.34, 1.05], [1.28, -1.46, 0.40], [1.29, 1.36, -1.87], [-0.05, -1.27, 1.19], [0.14, 0.36, 0.07], [0.19, 0.34, -0.18], [0.20, -0.08, -0.03], [-0.31, -0.02, 0.30], [0.14, 0.17, -0.07], [-0.71, -0.36, 0.24], [0.45, 0.39, -0.68], [-0.20, 0.91, 0.94], [-2.39, -1.50, -2.00], [2.55, 1.65, 0.78], [-0.76, -0.15, 0.77], [0.26, 0.06, -0.27], [-0.12, -0.16, -0.67], [0.51, -0.33, 0.37], [-0.12, -0.29, 0.58], [0.35, -0.38, -0.67], [0.05, 0.20, -0.05], [0.03, -0.04, 0.20], [0.30, 0.01, -0.01], [1.80, -1.30, 1.56], [-1.99, 1.17, -0.61], [0.34, -1.02, 0.43], [-0.57, 0.96, -1.57], [0.12, 0.23, 1.78], [0.56, -0.35, 0.06], [0.13, 0.72, -1.29], [-0.72, 0.48, -0.30], [0.00, -0.50, -0.31], [0.67, 0.00, -0.64], [0.42, -0.52, 0.24], [-0.74, 0.09, 0.61], [-1.12, 1.45, -0.40], [-0.13, 2.67, -0.03], [1.86, -0.65, 0.56], [-1.29, -4.30, 0.18], [0.25, 1.05, 0.63], [0.04, -0.22, 0.72], [-0.56, -0.71, -0.37], [0.05, 0.05, -0.23], [0.35, 0.26, -0.36], [0.66, -0.22, -0.82], [0.52, -0.17, 0.27], [-0.60, 0.76, -0.16], [-0.20, -0.13, -1.58], [0.34, -1.08, 0.46], [-0.42, 0.52, 1.10], [0.76, 1.11, -0.59], [-0.32, -0.42, 0.52], [-0.09, -0.15, 0.19], [-0.80, -0.55, -0.94], [0.81, 0.64, -0.11], [-0.08, -0.15, 0.93], [0.13, 0.26, -0.05]], "lowdin_spin": [0.00, 0.00, 0.00, 0.00, 0.00, 0.00, 0.00, 0.00, 0.00, 0.00, 0.00, 0.00, 0.00, 0.00, 0.00, 0.00, 0.00, 0.00, 0.00, 0.00, 0.00, 0.00, 0.00, 0.00, 0.00, 0.00, 0.00, 0.00, 0.00, 0.00, 0.00, 0.00, 0.00, 0.00, 0.00, 0.00, 0.00, 0.00, 0.00, 0.00, 0.00, 0.00, 0.00, 0.00, 0.00, 0.00, 0.00, 0.00, 0.00, 0.00, 0.00, 0.00, 0.00, 0.00, 0.00, 0.00, 0.00, 0.00, 0.00, 0.00, 0.00, 0.00, 0.00, 0.00, 0.00, 0.00, 0.00, 0.01, 0.00, 0.01, 0.01, 0.00, 0.28, 0.29, 0.24, 0.15, 0.01]}